(1)
Formula: C23H26N2O4
Source: OMol25
Level of theory: the ωB97M-V functional and the def2-TZVPD basis

## Properties
HOMO energy: -8.498 eV
E_LUMO: 0.3 eV
SMILES string: CCCOc1ccc(C(=O)CCN[C@@H](Cc2c[nH]c3ccccc23)C(=O)O)cc1
energy relative to the best compared isomer or geometry (same formula, charge and spin): 1.6184 eV
gap between HOMO and LUMO: 8.84 eV
DFT total energy: -35444.318 eV

XYZ file:
```
55
Properties=species:S:1:pos:R:3:lowdin_charge:R:1
C -2.1701 4.3420 -3.6134 -0.106
C -0.9087 4.3295 -2.7604 -0.230
C 0.3139 3.9234 -3.5864 -0.205
O 1.5037 3.8938 -2.8218 -0.033
C 1.7233 2.8810 -1.9531 -0.257
C 2.8687 3.0013 -1.1566 0.012
C 3.1832 2.0306 -0.2380 -0.003
C 2.3689 0.9045 -0.0701 -0.155
C 2.7402 -0.0813 0.9642 -0.353
O 3.7916 -0.0207 1.5653 0.093
C 1.7226 -1.1723 1.2487 -0.102
C 2.1024 -1.9963 2.4828 -0.187
N 1.1707 -3.0680 2.7944 -0.045
C -0.1393 -2.6501 3.2844 -0.240
C -1.2996 -3.3258 2.5300 -0.075
C -1.3119 -2.9584 1.0846 -0.189
C -0.9163 -3.7375 0.0360 -0.053
N -1.0524 -3.0529 -1.1432 0.087
C -1.5518 -1.8107 -0.8771 -0.225
C -1.8751 -0.7649 -1.7336 -0.033
C -2.3594 0.3950 -1.1680 -0.106
C -2.5175 0.5181 0.2155 -0.085
C -2.2074 -0.5168 1.0687 -0.019
C -1.7184 -1.7054 0.5255 -0.143
C -0.2493 -3.0316 4.7768 -0.511
O -1.2024 -2.7548 5.4494 0.108
O 0.8027 -3.7030 5.2209 0.113
C 1.2431 0.7797 -0.8806 -0.009
C 0.9234 1.7479 -1.8103 -0.007
H -2.3653 3.3544 -4.0268 0.070
H -2.0675 5.0426 -4.4387 0.074
H -3.0272 4.6390 -3.0148 0.072
H -0.7305 5.3216 -2.3418 0.117
H -1.0306 3.6365 -1.9252 0.097
H 0.5046 4.6732 -4.3592 0.133
H 0.1451 2.9583 -4.0804 0.123
H 3.4879 3.8752 -1.2830 0.120
H 4.0613 2.1222 0.3832 0.120
H 1.6660 -1.8263 0.3733 0.133
H 0.7419 -0.7123 1.3843 0.109
H 3.0874 -2.4437 2.3256 0.127
H 2.1734 -1.3382 3.3523 0.135
H 1.0654 -3.6753 1.9874 0.117
H -0.2644 -1.5631 3.2208 0.151
H -1.2034 -4.4096 2.6335 0.135
H -2.2313 -3.0179 3.0080 0.130
H -0.5569 -4.7498 0.0396 0.125
H -0.8705 -3.4272 -2.0585 0.157
H -1.7532 -0.8648 -2.8026 0.112
H -2.6313 1.2259 -1.8024 0.095
H -2.8984 1.4454 0.6165 0.102
H -2.3470 -0.4170 2.1347 0.116
H 1.4288 -3.7719 4.4555 0.102
H 0.5947 -0.0780 -0.8012 0.091
H 0.0424 1.6043 -2.4147 0.094
```


(2)
Formula: C23H26N2O6
Source: OMol25
Level of theory: the ωB97M-V functional and the def2-TZVPD basis

## Properties
HOMO energy: -8.114 eV
E_LUMO: 0.6 eV
SMILES string: CCOc1ccc(OCCC(=O)OCC(=O)N2c3ccccc3NC(=O)C2(C)C)cc1
energy relative to the best compared isomer or geometry (same formula, charge and spin): 2.2072 eV
gap between HOMO and LUMO: 8.69 eV
DFT total energy: -39539.193 eV

XYZ file:
```
57
Properties=species:S:1:pos:R:3:lowdin_charge:R:1
C 7.7968 1.3503 -0.1105 -0.066
C 6.4423 0.9531 -0.6760 -0.269
O 5.7459 0.2495 0.3325 -0.057
C 4.5108 -0.2519 0.0541 -0.275
C 3.8347 -0.1015 -1.1472 -0.021
C 2.5720 -0.6548 -1.3209 -0.031
C 1.9679 -1.3649 -0.2959 -0.285
O 0.7326 -1.9435 -0.3581 -0.041
C 0.0586 -1.9672 -1.5928 -0.185
C -1.1563 -2.8857 -1.4490 -0.034
C -2.2697 -2.2487 -0.6469 -0.475
O -3.3216 -1.8986 -1.1145 0.130
O -1.9641 -2.1399 0.6467 0.027
C -3.0100 -1.6824 1.4921 -0.054
C -3.5639 -0.2920 1.1390 -0.411
O -4.7269 -0.0448 1.3492 0.112
N -2.6832 0.5734 0.5383 0.079
C -1.3677 0.7223 1.0005 -0.149
C -0.9953 0.4798 2.3171 -0.001
C 0.3101 0.6866 2.7272 -0.070
C 1.2555 1.1761 1.8436 -0.086
C 0.8887 1.4711 0.5436 -0.019
C -0.4127 1.2468 0.1237 -0.178
N -0.8205 1.5649 -1.1670 0.171
C -2.1123 1.7965 -1.5195 -0.408
O -2.3921 2.1866 -2.6296 0.092
C -3.1610 1.5923 -0.4115 -0.382
C -4.4582 1.1722 -1.0993 -0.008
C -3.3366 2.9394 0.3051 0.017
C 2.6500 -1.5178 0.9129 -0.008
C 3.8980 -0.9705 1.0851 -0.002
H 8.3649 1.8963 -0.8582 0.075
H 7.6629 1.9779 0.7662 0.077
H 8.3503 0.4622 0.1815 0.078
H 5.8774 1.8491 -0.9711 0.124
H 6.5735 0.3142 -1.5607 0.125
H 4.2722 0.4446 -1.9684 0.104
H 2.0768 -0.5132 -2.2692 0.109
H 0.7160 -2.3701 -2.3766 0.134
H -0.2626 -0.9583 -1.8880 0.125
H -1.5520 -3.1232 -2.4362 0.132
H -0.8368 -3.7969 -0.9421 0.135
H -2.6160 -1.7328 2.5066 0.129
H -3.8706 -2.3580 1.4113 0.146
H -1.7350 0.1579 3.0324 0.116
H 0.5818 0.4833 3.7513 0.105
H 2.2709 1.3433 2.1646 0.107
H 1.6087 1.8748 -0.1523 0.116
H -0.1121 1.8239 -1.8430 0.163
H -5.3064 1.2661 -0.4299 0.084
H -4.6041 1.8120 -1.9659 0.090
H -4.3874 0.1404 -1.4360 0.081
H -3.6501 3.6965 -0.4086 0.096
H -4.0994 2.8382 1.0735 0.094
H -2.4046 3.2560 0.7723 0.089
H 2.1702 -2.0708 1.7037 0.126
H 4.4313 -1.0860 2.0151 0.122
```


(3)
Formula: C23H26N2O6
Source: OMol25
Level of theory: the ωB97M-V functional and the def2-TZVPD basis

## Properties
HOMO energy: -7.485 eV
E_LUMO: 0.5 eV
SMILES string: CCn1cc(C(=O)N(C)c2ccc(OC)cc2OC)c2cc(OC)c(OC)cc2c1=O
energy relative to the best compared isomer or geometry (same formula, charge and spin): 3.4903 eV
gap between HOMO and LUMO: 7.94 eV
DFT total energy: -39537.910 eV

XYZ file:
```
57
Properties=species:S:1:pos:R:3:lowdin_charge:R:1
C -1.7749 -2.7686 1.2029 -0.052
C -0.7044 -2.3853 2.2197 -0.182
N 0.2500 -1.4551 1.6477 -0.001
C -0.1020 -0.1507 1.5145 0.007
C 0.6975 0.7801 0.9396 -0.081
C 0.2422 2.1962 0.8376 -0.405
O 0.9037 3.1369 1.2393 0.070
N -0.9897 2.3626 0.2829 -0.029
C -1.5636 3.6913 0.2197 -0.003
C -1.6769 1.3286 -0.3944 -0.186
C -1.0871 0.6850 -1.4749 0.011
C -1.7411 -0.3201 -2.1526 0.007
C -3.0273 -0.6944 -1.7682 -0.279
O -3.6000 -1.6912 -2.4920 -0.075
C -4.8863 -2.1393 -2.1403 -0.083
C -3.6368 -0.0537 -0.6936 0.032
C -2.9684 0.9484 0.0009 -0.213
O -3.4805 1.5872 1.0922 -0.088
C -4.7712 1.2512 1.5392 -0.073
C 1.9996 0.3802 0.4863 -0.097
C 2.9169 1.2784 -0.0769 0.060
C 4.1597 0.8584 -0.4947 -0.179
O 5.1127 1.6600 -1.0288 -0.054
C 4.8465 3.0387 -1.1283 -0.072
C 4.5188 -0.5153 -0.3775 -0.187
O 5.7619 -0.8318 -0.8246 -0.062
C 6.1833 -2.1690 -0.7097 -0.078
C 3.6181 -1.3994 0.1666 0.062
C 2.3589 -0.9692 0.6081 -0.063
C 1.4613 -1.9569 1.1871 -0.369
O 1.7168 -3.1468 1.2926 0.055
H -2.4785 -3.4657 1.6506 0.076
H -2.3134 -1.8862 0.8611 0.053
H -1.3131 -3.2429 0.3408 0.086
H -1.1581 -1.9288 3.1037 0.124
H -0.1405 -3.2727 2.5169 0.118
H -1.0669 0.1128 1.9223 0.146
H -1.7100 3.9914 -0.8201 0.100
H -0.8645 4.3723 0.7020 0.088
H -2.5199 3.7146 0.7416 0.086
H -0.0927 0.9789 -1.7735 0.130
H -1.2810 -0.8263 -2.9844 0.120
H -5.1240 -2.9326 -2.8469 0.095
H -5.6311 -1.3418 -2.2319 0.097
H -4.9070 -2.5458 -1.1237 0.095
H -4.6288 -0.3410 -0.3880 0.096
H -5.5288 1.4548 0.7758 0.100
H -4.9547 1.8864 2.4044 0.097
H -4.8328 0.2017 1.8452 0.097
H 2.6351 2.3156 -0.1427 0.102
H 4.0110 3.2383 -1.8071 0.098
H 4.6286 3.4778 -0.1500 0.102
H 5.7542 3.4836 -1.5328 0.095
H 7.1952 -2.1933 -1.1108 0.094
H 5.5451 -2.8428 -1.2904 0.098
H 6.1973 -2.4971 0.3345 0.099
H 3.8418 -2.4475 0.2829 0.115
```


(4)
Formula: C23H26N4O
Source: OMol25
Level of theory: the ωB97M-V functional and the def2-TZVPD basis

## Properties
HOMO energy: -8.793 eV
E_LUMO: 0.4 eV
SMILES string: c1ccncc1.c1ccncc1.c1ccncc1.c1ccncc1.CC(C)=O
energy relative to the best compared isomer or geometry (same formula, charge and spin): 8.7453 eV
gap between HOMO and LUMO: 9.21 eV
DFT total energy: -32273.294 eV

XYZ file:
```
54
Properties=species:S:1:pos:R:3:lowdin_charge:R:1
C -13.3718 -18.0748 -8.8718 -0.113
C -14.2130 -18.6740 -9.8468 -0.064
C -14.0638 -18.1507 -11.1350 -0.180
N -13.3186 -17.0786 -11.4222 0.075
C -12.6309 -16.4207 -10.4195 -0.125
C -12.6749 -16.9110 -9.1226 -0.094
H -13.3369 -18.5229 -7.8898 0.112
H -14.8613 -19.5259 -9.7036 0.108
H -14.7043 -18.5703 -11.8965 0.108
H -12.0554 -15.5546 -10.7111 0.110
H -12.0622 -16.3994 -8.3950 0.113
C -7.6984 -19.5562 -12.6990 -0.062
C -8.2867 -20.7601 -13.1929 -0.037
C -9.6714 -20.7781 -13.3292 -0.131
N -10.4394 -19.6673 -13.0905 0.027
C -9.8479 -18.4673 -12.7270 -0.071
C -8.5067 -18.4775 -12.3785 -0.118
H -6.6455 -19.5270 -12.4601 0.107
H -7.5979 -21.5323 -13.5020 0.098
H -10.1587 -21.6687 -13.6977 0.112
H -10.4623 -17.6170 -12.4704 0.107
H -7.9988 -17.6537 -11.8991 0.116
C -12.0290 -23.6410 -11.6904 -0.087
C -11.4082 -22.3577 -11.6244 -0.063
C -12.0546 -21.2476 -12.3064 -0.169
N -13.2067 -21.4298 -13.0874 0.078
C -13.7407 -22.6832 -13.0831 -0.151
C -13.2265 -23.7781 -12.3608 -0.096
H -11.5216 -24.4504 -11.1867 0.096
H -10.4103 -22.1830 -11.2502 0.092
H -11.6235 -20.2592 -12.3659 -0.005
H -14.5853 -22.8248 -13.7412 0.091
H -13.6746 -24.7605 -12.3823 0.093
C -7.0025 -15.1380 -9.0654 -0.054
C -5.6582 -15.2822 -8.7299 -0.079
C -5.2869 -16.4296 -8.0470 -0.160
N -6.1230 -17.4069 -7.6236 0.074
C -7.4617 -17.1800 -7.8443 -0.145
C -7.9246 -16.1142 -8.6890 -0.086
H -7.2613 -14.2458 -9.6161 0.107
H -4.8221 -14.5987 -8.7487 0.101
H -4.2319 -16.4990 -7.8263 0.096
H -8.0709 -17.9412 -7.3797 0.104
H -8.9560 -16.0014 -8.9886 0.102
C -11.3974 -19.1464 -10.2464 -0.008
C -10.2240 -18.0966 -10.2033 -0.386
C -8.8894 -18.5080 -9.6523 -0.030
O -10.2957 -17.0362 -10.8416 -0.049
H -12.3351 -18.6681 -10.5295 0.011
H -11.4627 -19.4474 -9.2009 0.097
H -11.1337 -20.0101 -10.8568 0.051
H -8.2884 -17.6747 -9.2883 -0.003
H -8.4085 -19.1084 -10.4245 0.085
H -9.0700 -19.1224 -8.7703 0.096
```


Question: Among the records above, which one has the highest HOMO energy?
Answer: number 3